Below is a molecular structure, C59H59Cl2N6NaP2S3 in a non-equilibrium geometry, with properties calculated with the ωB97M-V functional and the def2-TZVPD basis.

XYZ file:
```
132
Properties=species:S:1:pos:R:3:lowdin_charge:R:1
Na 0.8288 1.1312 -0.3944 0.06
S -0.6456 -0.9335 2.3729 0.24
P -1.1588 1.0476 2.3804 0.38
C -0.2569 2.0677 1.4304 -0.57
P -0.4953 3.7228 1.3163 0.35
S -0.0160 4.6013 -0.4428 0.16
C -2.1947 4.3601 1.7404 -0.32
C -2.5623 4.6660 3.0471 -0.12
C -3.8687 5.0377 3.3656 -0.10
C -4.8327 5.1070 2.3705 -0.11
C -4.4769 4.8181 1.0551 -0.10
C -3.1723 4.4534 0.7463 -0.13
C 0.5053 4.6152 2.6020 -0.33
C 1.4702 3.9075 3.3082 -0.09
C 2.3134 4.5581 4.2123 -0.09
C 2.1905 5.9231 4.4224 -0.12
C 1.2245 6.6423 3.7175 -0.11
C 0.3980 5.9928 2.8106 -0.11
C -2.9941 0.9859 2.0285 -0.32
C -3.4377 1.3250 0.7517 -0.11
C -4.7638 1.1191 0.3710 -0.10
C -5.6735 0.5753 1.2692 -0.12
C -5.2447 0.2347 2.5504 -0.10
C -3.9179 0.4314 2.9177 -0.11
C -1.1225 1.5019 4.1857 -0.32
C 0.0578 1.2264 4.8902 -0.12
C 0.2499 1.6955 6.1818 -0.10
C -0.7349 2.4600 6.8077 -0.12
C -1.9093 2.7347 6.1271 -0.10
C -2.0969 2.2562 4.8269 -0.12
H -1.8170 4.6144 3.8322 0.09
H -4.1292 5.2635 4.3942 0.09
H -5.8521 5.3825 2.6157 0.09
H -5.2213 4.8741 0.2680 0.09
H -2.8813 4.2520 -0.2789 0.07
H 1.5497 2.8409 3.1250 0.08
H 3.0667 3.9905 4.7476 0.09
H 2.8478 6.4315 5.1203 0.08
H 1.1258 7.7110 3.8720 0.09
H -0.3314 6.5576 2.2397 0.10
H -2.7171 1.7533 0.0625 0.09
H -5.0832 1.3861 -0.6317 0.10
H -6.7080 0.4207 0.9798 0.08
H -5.9439 -0.1963 3.2593 0.09
H -3.5849 0.1202 3.9008 0.10
H 0.8255 0.6393 4.3997 0.08
H 1.1745 1.4717 6.7028 0.09
H -0.5780 2.8472 7.8087 0.09
H -2.6828 3.3330 6.5964 0.09
H -3.0177 2.4922 4.3071 0.08
C 1.3180 3.4966 -4.3925 -0.04
C 1.3988 2.9181 -3.1107 -0.14
N 0.5822 1.9712 -2.7110 0.13
C -0.3742 1.5454 -3.5534 -0.14
C -0.5209 2.0344 -4.8526 -0.15
C 0.3628 3.0454 -5.2613 -0.03
C -1.5637 1.5113 -5.7083 -0.04
C -2.4208 0.5830 -5.2615 -0.05
C -2.3222 0.0787 -3.9081 -0.16
C -3.2250 -0.8584 -3.3861 -0.03
C -3.0841 -1.2868 -2.0966 -0.05
C -2.0115 -0.7890 -1.3268 -0.12
N -1.1572 0.0950 -1.7887 0.16
C -1.3100 0.5386 -3.0613 -0.14
H 2.0022 4.2909 -4.6651 0.10
H 2.1568 3.2262 -2.3938 0.10
H 0.2654 3.4642 -6.2579 0.11
H -1.6405 1.8909 -6.7221 0.10
H -3.2071 0.1979 -5.9028 0.10
H -4.0383 -1.2166 -4.0109 0.11
H -3.7836 -1.9821 -1.6554 0.09
H -1.8616 -1.0876 -0.2878 0.08
C 2.4298 -2.7978 -6.0223 -0.13
C 1.3990 -2.5709 -5.1187 -0.10
C 1.6044 -1.7422 -4.0188 -0.05
C 2.8298 -1.1337 -3.8156 -0.23
C 3.8612 -1.3547 -4.7139 -0.04
C 3.6643 -2.1890 -5.8124 -0.11
N 2.8995 -0.1745 -2.7032 0.06
N 4.0499 0.0843 -2.3987 0.05
C 4.2373 1.1941 -1.4552 -0.31
C 5.5242 1.7353 -1.6077 -0.10
C 5.9115 2.8042 -0.8220 -0.15
C 4.9882 3.3129 0.0974 -0.13
C 3.7155 2.7608 0.1977 -0.17
C 3.2641 1.6217 -0.5300 -0.10
H 2.2724 -3.4361 -6.8842 0.08
H 0.4287 -3.0342 -5.2649 0.09
H 0.8204 -1.5617 -3.2925 0.09
H 4.8062 -0.8548 -4.5442 0.09
H 4.4754 -2.3502 -6.5143 0.09
H 6.1945 1.3419 -2.3714 0.08
H 6.9014 3.2381 -0.9262 0.07
H 5.2790 4.1381 0.7442 0.08
H 3.0212 3.2345 0.8934 0.06
Cl 5.1763 -2.9280 2.3175 0.43
C 3.8445 -1.7192 2.5153 -1.02
Cl 4.3628 -0.0608 2.3110 0.56
H 3.4494 -1.8393 3.5143 0.02
H 3.0968 -1.9336 1.7631 -0.09
C -2.6912 -6.1977 -0.6435 -0.11
C -2.9129 -4.7640 -0.1634 -0.27
C -2.4845 -4.5384 1.2830 -0.20
C -0.9819 -4.6743 1.4856 -0.21
N -0.2895 -3.6500 0.7279 -0.03
C 0.9835 -3.6952 0.2535 -0.80
S 1.7316 -2.2670 -0.1794 0.70
N 1.5726 -4.9215 0.2464 0.00
C 2.8964 -5.1378 -0.3367 -0.22
C 2.8912 -5.3194 -1.8531 -0.20
C 2.7391 -6.7594 -2.3315 -0.27
C 1.4280 -7.4216 -1.9045 -0.12
H -3.1534 -6.3672 -1.6200 0.07
H -3.1195 -6.9214 0.0602 0.07
H -1.6259 -6.4283 -0.7512 0.05
H -3.9702 -4.5016 -0.2651 0.10
H -2.3535 -4.0824 -0.8045 0.09
H -2.9865 -5.2646 1.9326 0.11
H -2.7889 -3.5409 1.6164 0.11
H -0.6705 -5.6704 1.1672 0.09
H -0.7424 -4.5939 2.5507 0.12
H -0.5822 -2.6844 0.9160 -0.05
H 0.9605 -5.7155 0.2946 0.09
H 3.3356 -6.0046 0.1686 0.12
H 3.4922 -4.2657 -0.0829 0.06
H 3.8159 -4.9002 -2.2598 0.11
H 2.0875 -4.7045 -2.2607 0.10
H 3.5808 -7.3558 -1.9605 0.10
H 2.8049 -6.7714 -3.4234 0.10
H 1.3750 -7.5510 -0.8178 0.06
H 1.3123 -8.4150 -2.3452 0.06
H 0.5682 -6.8173 -2.2126 0.07
```

Summary:
Gap between HOMO and LUMO (Eh): 0.188
Total charge: -2
2S+1: 1
E (Ha): -5572.2476
HOMO energy (eV): -1.648